Entry 1:
Here is C22H17N3O2S in the gas phase in a non-equilibrium geometry from OMol25. Energies are from wB97M-V/def2-TZVPD.

```
45
Properties=species:S:1:pos:R:3
O -2.81 -2.09 -4.10
C -1.64 -1.78 -4.03
O -0.67 -2.61 -4.43
C -1.14 -0.50 -3.50
C -2.06 0.46 -3.10
C -1.63 1.67 -2.59
C -0.27 1.93 -2.47
C 0.19 3.20 -1.82
S -0.16 3.07 -0.02
C 0.90 1.73 0.31
N 2.09 1.54 -0.21
N 2.58 0.41 0.31
C 1.70 -0.09 1.15
C 1.90 -1.32 1.90
C 3.20 -1.69 2.23
C 3.43 -2.85 2.94
C 2.37 -3.66 3.31
C 1.08 -3.31 2.96
C 0.83 -2.14 2.26
N 0.59 0.72 1.18
C -0.60 0.61 1.93
C -0.54 0.59 3.32
C -1.71 0.48 4.04
C -2.93 0.40 3.39
C -2.98 0.41 2.00
C -1.81 0.52 1.27
C 0.65 0.97 -2.87
C 0.22 -0.24 -3.38
H -1.06 -3.44 -4.77
H -3.12 0.24 -3.20
H -2.35 2.41 -2.27
H 1.26 3.36 -1.93
H -0.38 4.07 -2.15
H 4.01 -1.05 1.93
H 4.44 -3.13 3.20
H 2.55 -4.57 3.87
H 0.25 -3.94 3.24
H -0.18 -1.89 1.97
H 0.42 0.66 3.81
H -1.67 0.47 5.12
H -3.84 0.31 3.96
H -3.93 0.34 1.49
H -1.84 0.52 0.19
H 1.71 1.17 -2.76
H 0.94 -0.99 -3.68
```

Properties
E_tot in eV: -42491.311
Orbital gap in eV: 8.6
Net charge: 0
Highest occupied orbital energy in eV: -8.32
SMILES: O=C(O)c1ccc(CSc2nnc(-c3ccccc3)n2-c2ccccc2)cc1
LUMO level in eV: 0.293
Energy relative to the best compared isomer or geometry (same formula, charge and spin) in kcal per mole: 0.00

Entry 2:
Here is a molecular structure, C22H17N4O6PtS3 from OMol25. Energies are from wB97M-V/def2-TZVPD.

```
53
Properties=species:S:1:pos:R:3
Pt -0.83 0.43 0.55
S -0.68 -2.87 1.53
C 0.40 -1.74 2.24
C 1.36 -2.31 3.14
C 2.36 -1.49 3.66
C 2.34 -0.16 3.43
C 1.20 0.48 2.72
N 0.37 -0.46 1.95
H 1.33 -3.37 3.33
H 3.16 -1.93 4.25
H 3.10 0.51 3.82
H 0.54 0.96 3.44
C 2.29 -2.84 -2.59
C 2.42 -1.64 -1.89
C 1.32 -1.06 -1.29
C 0.07 -1.67 -1.37
C -0.07 -2.87 -2.07
C 1.04 -3.44 -2.67
N -1.03 -1.07 -0.74
N -2.24 -1.52 -1.01
C -3.21 -1.04 -0.22
C -4.56 -1.37 -0.44
C -5.52 -0.85 0.40
C -5.15 0.00 1.45
C -3.82 0.30 1.62
N -2.89 -0.22 0.82
H 3.14 -3.29 -3.06
H 3.39 -1.16 -1.83
H 1.44 -0.11 -0.77
H -1.04 -3.34 -2.14
H 0.92 -4.37 -3.22
H -4.80 -2.03 -1.26
H -6.56 -1.09 0.24
H -5.89 0.43 2.11
H -3.47 0.96 2.40
O -1.78 3.30 -2.49
S -1.20 2.92 -1.25
O -1.13 3.84 -0.16
O -1.78 1.56 -0.84
C 0.52 2.55 -1.48
C 1.06 2.36 -2.73
C 2.43 2.21 -2.88
C 3.26 2.26 -1.76
C 2.73 2.42 -0.49
C 1.35 2.55 -0.36
S 0.78 2.69 1.35
O 1.11 3.92 1.96
O 1.75 1.49 1.85
O -0.53 2.12 1.71
H 0.40 2.36 -3.59
H 2.86 2.07 -3.86
H 4.33 2.18 -1.88
H 3.38 2.45 0.36
```

Properties
Spin multiplicity: 5
E_tot in eV: -77076.009
Orbital gap (spin up / spin down) in eV: 6.7 / 5.2
Net charge: +1
Highest occupied orbital energy (spin up / spin down) in eV: -10.10 / -11.48
LUMO level (spin up / spin down) in eV: -3.424 / -6.270
Energy relative to the best compared isomer or geometry (same formula, charge and spin) in kcal per mole: 6.33

Entry 3:
Here is a molecular structure, C22H18AuClNO6 in a non-equilibrium geometry from OMol25. Energies are from wB97M-V/def2-TZVPD.

```
49
Properties=species:S:1:pos:R:3
Au -0.34 0.14 -0.57
C 1.67 0.39 -1.01
H 2.21 0.63 -0.09
H 1.74 1.22 -1.71
H 2.06 -0.52 -1.45
O 0.07 4.37 0.35
C 0.03 3.15 0.43
O -0.47 2.37 -0.44
C 0.65 2.52 1.67
C 1.87 3.02 2.13
C 2.48 2.47 3.24
C 1.83 1.44 3.90
C 0.60 0.96 3.50
C 0.02 1.50 2.37
N 2.47 0.84 5.07
O 1.90 -0.10 5.61
O 3.54 1.29 5.44
H 2.32 3.84 1.60
H 3.44 2.82 3.60
H 0.11 0.18 4.07
H -0.95 1.14 2.03
C -0.68 -2.30 0.43
C 0.69 -2.53 0.57
C 1.41 -2.08 1.72
C 2.77 -2.22 1.81
C 3.49 -2.81 0.76
C 2.81 -3.27 -0.37
C 1.45 -3.13 -0.47
H -1.28 -1.97 1.26
H -1.22 -2.69 -0.42
H 0.85 -1.62 2.52
H 3.29 -1.86 2.69
H 4.56 -2.91 0.84
H 3.37 -3.73 -1.17
H 0.93 -3.47 -1.36
Cl -3.61 0.46 -7.06
C -3.57 0.34 -5.32
C -2.37 0.53 -4.66
C -2.35 0.42 -3.27
C -3.51 0.15 -2.56
C -4.70 -0.01 -3.26
C -4.74 0.08 -4.64
C -3.56 0.01 -1.03
O -4.67 0.06 -0.52
O -2.48 -0.19 -0.39
H -1.47 0.75 -5.21
H -1.41 0.58 -2.76
H -5.60 -0.20 -2.68
H -5.67 -0.06 -5.18
```

Properties
Spin multiplicity: 3
E_tot in eV: -53093.702
Orbital gap (spin up / spin down) in eV: 6.3 / 6.8
Net charge: -1
Highest occupied orbital energy (spin up / spin down) in eV: -4.68 / -6.34
LUMO level (spin up / spin down) in eV: 1.594 / 0.435
Energy relative to the best compared isomer or geometry (same formula, charge and spin) in kcal per mole: 3.17

Entry 4:
Here is a molecular structure, C22H18BClFeN6O from OMol25. Energies are from wB97M-V/def2-TZVPD.

```
50
Properties=species:S:1:pos:R:3
Fe -0.71 0.40 0.22
Cl 3.41 -4.21 3.92
C 2.26 -3.05 3.32
C 0.94 -3.08 3.80
C 0.01 -2.18 3.36
C 0.34 -1.19 2.38
O -0.58 -0.36 2.02
C 1.68 -1.18 1.90
C 2.17 -0.23 0.96
N 1.42 0.55 0.25
C 1.96 1.48 -0.65
C 3.20 1.43 -1.24
C 3.63 2.46 -2.10
C 2.83 3.53 -2.37
C 1.53 3.59 -1.81
C 0.65 4.68 -2.05
C -0.58 4.68 -1.48
C -0.97 3.55 -0.72
N -0.20 2.53 -0.48
C 1.08 2.55 -0.99
C 2.62 -2.11 2.41
H 0.66 -3.83 4.53
H -1.01 -2.19 3.72
H 3.25 -0.16 0.87
H 3.86 0.60 -1.04
H 4.62 2.39 -2.54
H 3.17 4.33 -3.02
H 0.98 5.50 -2.67
H -1.28 5.49 -1.62
H -1.97 3.51 -0.30
H 3.64 -2.08 2.04
B -2.70 -2.30 0.12
N -3.38 -0.91 -0.17
C -4.68 -0.76 -0.42
C -4.98 0.59 -0.44
C -3.76 1.20 -0.18
N -2.80 0.30 -0.02
N -1.26 -2.35 -0.50
C -0.53 -3.46 -0.60
C 0.63 -3.18 -1.32
C 0.51 -1.83 -1.62
N -0.63 -1.33 -1.13
H -3.40 -3.11 -0.44
H -2.62 -2.51 1.31
H -5.29 -1.63 -0.57
H -5.94 1.05 -0.62
H -3.54 2.26 -0.11
H -0.88 -4.38 -0.17
H 1.42 -3.86 -1.58
H 1.19 -1.18 -2.16
```

Properties
Spin multiplicity: 5
E_tot in eV: -81683.009
Orbital gap (spin up / spin down) in eV: 6.8 / 6.9
Net charge: 0
Highest occupied orbital energy (spin up / spin down) in eV: -7.64 / -7.77
LUMO level (spin up / spin down) in eV: -0.871 / -0.907

Entry 5:
Here is 2 unconnected molecules or ions with the total composition C22H18Br2O in a non-equilibrium geometry from OMol25. Energies are from wB97M-V/def2-TZVPD.

```
43
Properties=species:S:1:pos:R:3
Br 6.57 -3.43 -2.81
C 4.96 -2.59 -2.30
C 4.97 -1.28 -1.78
C 3.79 -0.69 -1.36
C 2.55 -1.36 -1.50
C 1.32 -0.73 -1.14
C 0.08 -1.20 -1.50
C -1.10 -0.62 -1.06
C -2.39 -1.19 -1.29
C -3.58 -0.45 -1.04
C -4.83 -1.03 -1.21
C -4.93 -2.36 -1.65
Br -6.62 -3.17 -1.87
C -3.77 -3.10 -1.94
C -2.52 -2.52 -1.76
C 2.56 -2.69 -2.02
C 3.75 -3.29 -2.42
H 5.92 -0.76 -1.70
H 3.79 0.31 -0.93
H 1.37 0.19 -0.56
H 0.03 -2.05 -2.20
H -1.03 0.33 -0.52
H -3.49 0.58 -0.70
H -5.74 -0.47 -1.01
H -3.86 -4.13 -2.28
H -1.63 -3.11 -1.95
H 1.62 -3.24 -2.08
H 3.75 -4.30 -2.83
C -1.36 4.80 3.97
C -0.46 3.76 3.38
C -0.58 2.42 3.79
C 0.13 1.42 3.17
C 0.96 1.69 2.00
O 1.37 0.78 1.23
C 1.24 3.11 1.78
C 0.51 4.08 2.42
H -1.15 5.79 3.54
H -2.42 4.57 3.78
H -1.23 4.86 5.05
H -1.24 2.19 4.62
H 0.02 0.38 3.46
H 1.98 3.35 1.02
H 0.69 5.13 2.18
```

Properties
E_tot in eV: -165235.096
Orbital gap in eV: 2.2
Net charge: 0
Highest occupied orbital energy in eV: -5.32
LUMO level in eV: -3.072
Energy relative to the best compared isomer or geometry (same formula, charge and spin) in kcal per mole: 37.52

Entry 6:
Here is a molecular structure, C22H18BrF6NO4PtS2 from OMol25. Energies are from wB97M-V/def2-TZVPD.

```
55
Properties=species:S:1:pos:R:3
Pt -0.06 0.45 0.12
Br -2.34 1.61 0.09
C -2.55 1.47 1.98
C -3.72 2.00 2.55
C -3.87 1.92 3.92
C -2.89 1.31 4.70
C -1.71 0.75 4.12
C -0.73 0.11 4.90
C 0.44 -0.37 4.31
C 0.64 -0.25 2.95
C -0.32 0.33 2.09
C -1.50 0.85 2.69
H -4.47 2.47 1.92
H -4.76 2.33 4.39
H -2.99 1.25 5.78
H -0.90 0.01 5.96
H 1.20 -0.85 4.92
H 1.57 -0.61 2.52
F -1.83 0.57 -4.78
C -1.71 1.60 -3.92
F -1.89 2.73 -4.60
F -2.68 1.49 -3.02
S -0.03 1.53 -3.16
O -0.06 0.38 -2.27
O 0.84 1.46 -4.30
N -0.09 2.89 -2.38
S 1.18 3.32 -1.54
O 2.28 2.42 -1.68
O 0.82 3.85 -0.26
C 1.71 4.82 -2.48
F 2.80 5.36 -1.92
F 2.02 4.52 -3.75
F 0.75 5.76 -2.50
C 3.04 -2.55 0.26
C 2.02 -1.74 -0.58
C 2.72 -1.38 -1.91
C 1.67 -0.47 0.15
C 0.79 -2.62 -0.79
C 0.01 -2.96 0.31
C -1.09 -3.79 0.18
C -1.44 -4.30 -1.06
C -0.69 -3.95 -2.17
C 0.42 -3.12 -2.03
H 3.95 -1.96 0.39
H 3.30 -3.49 -0.23
H 2.63 -2.77 1.25
H 3.59 -0.76 -1.69
H 2.06 -0.80 -2.56
H 3.06 -2.28 -2.44
H 2.55 0.09 0.48
H 0.25 -2.52 1.28
H -1.69 -4.01 1.06
H -2.31 -4.93 -1.17
H -0.97 -4.31 -3.15
H 0.98 -2.85 -2.92
```

Properties
Spin multiplicity: 3
E_tot in eV: -144049.016
Orbital gap (spin up / spin down) in eV: 3.1 / 5.8
Net charge: -2
Highest occupied orbital energy (spin up / spin down) in eV: 1.59 / -1.13
LUMO level (spin up / spin down) in eV: 4.655 / 4.648
Energy relative to the best compared isomer or geometry (same formula, charge and spin) in kcal per mole: 0.00

Entry 7:
Here is a molecular structure, C22H18ClMnN3O9P3 in a non-equilibrium geometry from OMol25. Energies are from wB97M-V/def2-TZVPD.

```
57
Properties=species:S:1:pos:R:3
Mn -0.29 -1.70 -0.21
Cl 2.31 -1.75 -0.23
C 3.13 -0.23 -0.47
C 4.50 -0.26 -0.72
C 5.17 0.94 -0.92
C 4.48 2.14 -0.89
C 3.12 2.15 -0.64
C 2.41 0.97 -0.42
P 0.60 0.85 -0.10
C 0.55 0.89 1.75
C 1.55 1.50 2.48
C 1.52 1.51 3.88
C 0.46 0.92 4.54
C -0.57 0.32 3.81
C -0.54 0.31 2.43
C 0.00 2.54 -0.44
C -0.03 2.95 -1.78
C -0.48 4.22 -2.12
C -0.92 5.09 -1.13
C -0.92 4.68 0.19
C -0.47 3.41 0.53
H 5.02 -1.20 -0.75
H 6.24 0.92 -1.12
H 5.01 3.07 -1.05
H 2.59 3.09 -0.61
H 2.39 1.96 1.98
H 2.33 1.98 4.43
H 0.43 0.92 5.62
H -1.40 -0.14 4.33
H -1.36 -0.11 1.89
H 0.30 2.27 -2.56
H -0.49 4.52 -3.16
H -1.28 6.07 -1.40
H -1.28 5.34 0.97
H -0.49 3.10 1.57
O -3.94 0.82 -1.25
P -2.62 -0.08 -1.53
O -1.90 0.45 -2.70
O -1.90 -0.20 -0.17
O -3.36 -1.50 -1.77
P -3.48 -2.62 -0.57
O -4.01 -1.69 0.67
O -4.53 -3.60 -0.89
O -2.08 -3.05 -0.23
H -4.31 0.50 -0.41
H -3.22 -1.20 0.95
N -0.38 -5.74 0.09
C -0.41 -4.57 -0.80
O 0.36 -3.67 -0.35
C -1.14 -4.72 -1.95
C -1.89 -5.90 -2.21
N -2.51 -6.83 -2.48
C -1.10 -3.71 -2.95
N -1.07 -2.89 -3.76
H -0.50 -5.32 1.01
H 0.62 -5.96 0.13
O -0.21 -1.72 1.49
```

Properties
Spin multiplicity: 5
E_tot in eV: -117721.202
Orbital gap (spin up / spin down) in eV: 6.4 / 6.5
Net charge: -2
Highest occupied orbital energy (spin up / spin down) in eV: -2.34 / -2.43
LUMO level (spin up / spin down) in eV: 4.026 / 4.025
Energy relative to the best compared isomer or geometry (same formula, charge and spin) in kcal per mole: 44.99

Entry 8:
Here is a molecular structure, C22H18ClMoN2O7Se in a non-equilibrium geometry from OMol25. Energies are from wB97M-V/def2-TZVPD.

```
52
Properties=species:S:1:pos:R:3
Mo 0.10 -0.38 -0.28
C 2.28 -3.65 -0.67
O 1.34 -4.73 -0.65
C 0.15 -4.54 -0.05
C -0.46 -5.67 0.49
C -1.67 -5.59 1.15
C -2.29 -4.36 1.32
C -1.71 -3.21 0.79
C -2.39 -1.93 1.04
N -1.93 -0.81 0.62
N -2.65 0.33 0.97
C -1.91 1.37 0.78
O -0.69 1.35 0.33
C -2.45 2.74 1.02
C -1.65 3.85 0.78
C -2.16 5.12 0.98
C -3.46 5.29 1.43
C -4.26 4.18 1.68
C -3.76 2.91 1.48
C -0.50 -3.31 0.08
O 0.09 -2.23 -0.48
H 3.25 -4.13 -0.80
H 2.24 -3.09 0.27
H 2.08 -2.98 -1.50
H 0.06 -6.61 0.38
H -2.11 -6.48 1.57
H -3.21 -4.27 1.88
H -3.31 -1.96 1.62
H -0.64 3.70 0.44
H -1.53 5.98 0.80
H -3.85 6.28 1.60
H -5.27 4.31 2.04
H -4.37 2.03 1.67
Cl 0.69 -0.95 -4.08
C 0.18 0.72 -3.89
C 0.71 1.66 -4.75
C 0.35 2.99 -4.62
C -0.56 3.35 -3.62
C -1.08 2.39 -2.78
C -0.72 1.04 -2.89
C -1.27 0.04 -1.95
H 1.41 1.35 -5.51
H 0.76 3.73 -5.29
H -0.85 4.38 -3.50
H -1.79 2.67 -2.01
H -1.43 -0.94 -2.40
H -2.20 0.41 -1.52
O 1.28 0.62 2.91
Se 0.66 -0.76 2.33
O -0.64 -1.31 3.17
O 1.61 0.24 -0.72
O 1.75 -1.96 2.05
```

Properties
E_tot in eV: -120143.154
Orbital gap (spin up / spin down) in eV: 6.0 / 6.3
Net charge: -1
Highest occupied orbital energy (spin up / spin down) in eV: -4.99 / -5.00
LUMO level (spin up / spin down) in eV: 1.006 / 1.298
Energy relative to the best compared isomer or geometry (same formula, charge and spin) in kcal per mole: 15.78

Number 1: molecular weight 387.46 g mol⁻¹. Number 2: molecular weight 724.68 g mol⁻¹. Number 3: molecular weight 624.81 g mol⁻¹. Number 4: molecular weight 484.54 g mol⁻¹. Number 5: molecular weight 458.19 g mol⁻¹. Number 6: molecular weight 813.49 g mol⁻¹. Number 7: molecular weight 651.71 g mol⁻¹. Number 8: molecular weight 632.75 g mol⁻¹.